Formula: C24H32N4OS
Source: the Open Molecules 2025 dataset
Level of theory: ωB97M-V/def2-TZVPD

Geometry as XYZ:
```
62
Properties=species:S:1:pos:R:3:nbo_charge:R:1
O -3.118 -2.577 1.471 -0.642
C -2.925 -1.955 0.445 0.686
N -3.286 -0.664 0.303 -0.622
C -3.828 0.127 1.384 -0.213
C -2.914 1.307 1.741 -0.437
C -2.692 2.218 0.560 0.019
C -3.644 3.022 0.107 -0.206
C -3.484 3.947 -1.062 -0.432
C -2.014 4.144 -1.420 -0.391
C -1.312 2.791 -1.458 -0.391
C -1.328 2.168 -0.067 -0.457
C -2.313 -2.591 -0.811 -0.309
C -1.771 -3.985 -0.482 -0.391
C -0.578 -3.900 0.466 -0.414
C 0.536 -3.012 -0.089 -0.205
C 1.650 -2.883 0.961 -0.226
N 2.797 -2.151 0.483 -0.549
C 2.982 -0.844 0.713 0.477
N 2.097 -0.224 1.453 -0.568
C 2.207 1.075 1.735 0.258
S 1.085 1.883 2.633 -0.228
N 3.288 1.783 1.245 -0.566
C 4.259 1.211 0.480 0.196
C 5.346 1.954 0.008 -0.239
C 6.310 1.344 -0.762 -0.162
C 6.211 -0.008 -1.075 -0.246
C 5.144 -0.750 -0.616 -0.163
C 4.150 -0.160 0.166 -0.121
C -0.021 -1.635 -0.450 -0.413
C -1.186 -1.758 -1.426 -0.382
H -3.117 -0.176 -0.560 0.395
H -3.938 -0.543 2.238 0.237
H -4.815 0.503 1.091 0.186
H -3.385 1.860 2.556 0.217
H -1.954 0.933 2.098 0.229
H -4.615 3.035 0.585 0.194
H -3.946 4.910 -0.830 0.210
H -4.024 3.534 -1.923 0.201
H -1.927 4.651 -2.383 0.203
H -1.537 4.768 -0.662 0.199
H -0.282 2.904 -1.806 0.205
H -1.832 2.138 -2.165 0.185
H -0.974 1.135 -0.107 0.213
H -0.635 2.704 0.590 0.237
H -3.129 -2.687 -1.538 0.226
H -2.557 -4.573 -0.008 0.232
H -1.478 -4.483 -1.410 0.195
H -0.191 -4.905 0.651 0.204
H -0.922 -3.493 1.417 0.231
H 0.949 -3.477 -0.994 0.182
H 1.265 -2.343 1.827 0.245
H 1.984 -3.878 1.270 0.200
H 3.408 -2.619 -0.166 0.394
H 3.340 2.765 1.483 0.427
H 5.415 3.002 0.258 0.218
H 7.149 1.919 -1.124 0.222
H 6.974 -0.477 -1.677 0.220
H 5.091 -1.799 -0.868 0.202
H -0.354 -1.143 0.466 0.220
H 0.764 -1.018 -0.894 0.207
H -1.532 -0.765 -1.719 0.198
H -0.844 -2.259 -2.336 0.202
```

Calculated values
SMILES = O=C(NCCC1=CCCCC1)[C@H]1CC[C@@H](CNc2nc(=S)[nH]c3ccccc23)CC1
Charge = 0
Molar mass = 424.61 g/mol
Multiplicity = 1
Energy = -1626.26215 hartree
Energy above the lowest of the compared OMol25 structures with the same formula, charge and spin = 0.00 kJ/mol
Largest force on an atom = 0.9 eV Å⁻¹